{"formula": "C38H37N6OSbSe4SiV", "method": "the ωB97M-V functional and the def2-TZVPD basis", "mol_weight_g_mol": 1110.38, "charge": -2, "gap_ev": [4.8, 5.5], "homo_ev": [-0.68, -1.41], "total_energy_ha": -12953.6957, "multiplicity": 4, "s_squared": 3.84, "species": ["V", "N", "C", "N", "C", "N", "N", "C", "C", "C", "C", "C", "C", "N", "C", "C", "C", "C", "C", "C", "H", "H", "H", "H", "H", "H", "H", "H", "H", "H", "H", "Se", "Sb", "Se", "Se", "Se", "O", "C", "C", "C", "C", "C", "C", "N", "H", "H", "H", "H", "H", "H", "H", "H", "H", "H", "H", "C", "C", "C", "C", "C", "C", "Si", "C", "C", "C", "C", "C", "C", "C", "C", "C", "C", "C", "C", "H", "H", "H", "H", "H", "H", "H", "H", "H", "H", "H", "H", "H", "H", "H"], "coordinates": [[-0.260, -0.079, -0.207], [-3.406, -2.155, -2.523], [-2.311, -1.399, -2.227], [-1.862, -1.251, -1.030], [-2.534, -1.837, 0.038], [-2.233, -1.501, 1.268], [-1.308, -0.523, 1.310], [-1.045, 0.112, 2.443], [-0.237, 1.265, 2.342], [-0.025, 2.162, 3.411], [0.658, 3.329, 3.190], [1.140, 3.603, 1.901], [0.915, 2.674, 0.904], [0.268, 1.530, 1.099], [-3.610, -2.776, -0.221], [-4.229, -3.524, 0.777], [-5.295, -4.354, 0.468], [-5.736, -4.464, -0.842], [-5.112, -3.746, -1.853], [-4.050, -2.905, -1.549], [-3.712, -2.201, -3.478], [-1.824, -0.901, -3.062], [-1.515, -0.183, 3.377], [-0.430, 1.911, 4.384], [0.803, 4.038, 3.997], [1.672, 4.518, 1.681], [1.262, 2.861, -0.106], [-3.859, -3.423, 1.787], [-5.778, -4.925, 1.253], [-6.572, -5.110, -1.081], [-5.443, -3.842, -2.881], [0.378, 4.403, -3.421], [-0.236, 2.065, -3.095], [1.385, 0.596, -1.649], [-1.727, 1.584, -1.016], [-1.052, 0.987, -5.139], [2.120, -0.367, 1.627], [3.220, 0.144, 1.459], [3.876, 1.005, 2.520], [5.194, 0.387, 3.018], [6.418, 0.756, 2.175], [6.385, 0.182, 0.759], [5.155, 0.643, -0.027], [3.955, -0.066, 0.356], [3.168, 1.101, 3.342], [4.051, 2.006, 2.116], [5.092, -0.702, 3.044], [5.366, 0.724, 4.044], [7.317, 0.396, 2.686], [6.496, 1.847, 2.115], [6.391, -0.910, 0.801], [7.279, 0.508, 0.218], [5.292, 0.476, -1.095], [5.018, 1.720, 0.112], [3.549, -0.677, -0.337], [-2.039, -6.315, -0.530], [-1.465, -5.782, 0.615], [-0.656, -4.658, 0.533], [-0.392, -4.018, -0.680], [-0.985, -4.577, -1.818], [-1.793, -5.704, -1.749], [0.714, -2.426, -0.846], [1.276, -2.847, -2.654], [1.871, -4.087, -2.916], [2.242, -4.459, -4.200], [2.017, -3.598, -5.268], [1.394, -2.381, -5.043], [1.027, -2.024, -3.750], [2.218, -2.975, 0.228], [2.077, -3.152, 1.607], [3.113, -3.624, 2.398], [4.348, -3.906, 1.829], [4.536, -3.682, 0.473], [3.484, -3.220, -0.310], [-2.679, -7.188, -0.472], [-1.654, -6.243, 1.579], [-0.225, -4.278, 1.450], [-0.808, -4.126, -2.787], [-2.233, -6.106, -2.655], [2.033, -4.785, -2.101], [2.702, -5.427, -4.371], [2.317, -3.884, -6.271], [1.178, -1.696, -5.854], [0.543, -1.066, -3.615], [1.142, -2.884, 2.086], [2.958, -3.771, 3.461], [5.157, -4.295, 2.439], [5.503, -3.878, 0.022], [3.658, -3.045, -1.366]], "lowdin_charge": [-0.05, 0.14, -0.17, -0.10, -0.31, 0.11, -0.20, -0.09, -0.29, -0.05, -0.11, -0.08, -0.18, -0.10, -0.09, -0.02, -0.11, -0.11, -0.04, -0.19, 0.15, 0.06, 0.11, 0.10, 0.09, 0.09, 0.06, 0.11, 0.09, 0.09, 0.10, -0.34, -0.13, 0.20, 0.21, -0.25, 0.01, -0.48, -0.09, -0.19, -0.22, -0.19, -0.17, 0.08, 0.11, 0.11, 0.11, 0.10, 0.10, 0.11, 0.11, 0.10, 0.12, 0.12, 0.07, -0.12, -0.11, -0.10, -0.25, -0.11, -0.10, 0.71, -0.30, -0.14, -0.11, -0.12, -0.09, -0.15, -0.28, -0.13, -0.10, -0.13, -0.12, -0.13, 0.09, 0.09, 0.08, 0.10, 0.09, 0.10, 0.09, 0.08, 0.09, -0.02, 0.09, 0.09, 0.08, 0.09, 0.10]}

{"formula": "C39H44N6O3Pd", "method": "the ωB97M-V functional and the def2-TZVPD basis", "mol_weight_g_mol": 751.24, "charge": 2, "gap_ev": [5.4, 3.7], "homo_ev": [-10.37, -12.44], "total_energy_ha": -2194.0730, "multiplicity": 5, "s_squared": 6.09, "species": ["Pd", "N", "N", "C", "O", "O", "H", "H", "H", "C", "C", "C", "C", "C", "C", "C", "N", "C", "N", "C", "C", "C", "C", "C", "C", "C", "N", "C", "C", "C", "C", "C", "C", "C", "H", "H", "H", "H", "H", "H", "H", "H", "H", "H", "H", "H", "H", "H", "H", "H", "H", "H", "H", "H", "H", "H", "C", "C", "C", "C", "C", "C", "C", "O", "C", "C", "C", "H", "H", "H", "H", "H", "H", "H", "H", "H", "H", "H", "H", "N", "C", "C", "C", "C", "C", "C", "H", "H", "H", "H", "H", "H", "H"], "coordinates": [[0.041, -1.837, 0.257], [-0.953, -3.719, 1.169], [-2.300, -3.277, 0.982], [-2.541, -2.767, -0.315], [-3.659, -2.607, -0.715], [-1.420, -2.512, -0.975], [-0.789, -4.556, 0.612], [-0.823, -3.947, 2.148], [-3.014, -3.923, 1.295], [4.996, 2.653, 1.626], [3.780, 3.508, 1.380], [3.867, 4.895, 1.355], [2.749, 5.686, 1.134], [1.505, 5.098, 0.949], [1.386, 3.719, 0.987], [2.522, 2.943, 1.183], [2.408, 1.511, 1.250], [1.806, 0.725, 0.356], [1.413, 1.260, -0.793], [0.557, 0.653, -1.764], [-0.824, 0.605, -1.550], [-1.670, 0.166, -2.556], [-1.138, -0.180, -3.781], [0.230, -0.085, -4.016], [1.098, 0.327, -3.015], [2.570, 0.511, -3.289], [1.700, -0.600, 0.584], [1.655, -1.072, 1.906], [0.783, -0.462, 2.845], [0.672, -0.954, 4.124], [1.445, -2.052, 4.501], [2.331, -2.635, 3.603], [2.468, -2.165, 2.305], [3.501, -2.770, 1.395], [5.900, 3.257, 1.613], [5.104, 1.875, 0.867], [4.956, 2.163, 2.605], [4.834, 5.361, 1.507], [2.849, 6.762, 1.114], [0.626, 5.709, 0.797], [0.413, 3.249, 0.887], [2.887, 1.042, 2.004], [1.762, 2.190, -0.988], [-2.732, 0.085, -2.361], [-1.799, -0.519, -4.568], [0.627, -0.317, -4.999], [2.884, -0.067, -4.159], [3.192, 0.230, -2.438], [2.796, 1.555, -3.522], [0.195, 0.388, 2.528], [-0.007, -0.491, 4.827], [1.369, -2.444, 5.507], [2.951, -3.462, 3.928], [4.467, -2.808, 1.900], [3.632, -2.190, 0.483], [3.257, -3.806, 1.141], [-6.899, 2.890, 2.856], [-5.660, 2.647, 2.041], [-4.831, 1.558, 2.287], [-3.708, 1.292, 1.532], [-2.855, 0.106, 1.915], [-3.367, 2.157, 0.454], [-2.301, 1.993, -0.435], [-1.309, 1.013, -0.341], [-4.201, 3.302, 0.210], [-3.902, 4.288, -0.894], [-5.306, 3.508, 0.997], [-6.812, 2.452, 3.850], [-7.773, 2.447, 2.375], [-7.096, 3.956, 2.967], [-5.082, 0.878, 3.095], [-3.470, -0.697, 2.326], [-2.126, 0.390, 2.684], [-2.314, -0.292, 1.065], [-2.162, 2.653, -1.275], [-4.059, 3.857, -1.887], [-2.873, 4.652, -0.853], [-4.560, 5.150, -0.807], [-5.927, 4.376, 0.798], [1.721, -3.684, -1.449], [1.634, -4.226, -2.658], [1.381, -5.632, -2.787], [1.284, -6.178, -4.028], [1.413, -5.357, -5.172], [1.644, -3.970, -5.056], [1.745, -3.401, -3.825], [1.809, -4.292, -0.648], [2.110, -2.753, -1.342], [1.278, -6.244, -1.899], [1.105, -7.238, -4.144], [1.327, -5.802, -6.155], [1.733, -3.364, -5.947], [1.893, -2.337, -3.699]], "lowdin_charge": [0.99, -0.01, 0.00, -0.71, 0.11, -0.18, 0.10, 0.11, 0.15, -0.03, -0.21, -0.02, -0.05, -0.06, -0.02, -0.20, 0.17, -0.35, 0.17, -0.13, -0.25, 0.01, -0.03, -0.05, -0.22, -0.03, 0.01, -0.32, -0.03, -0.04, -0.03, -0.03, -0.21, -0.04, 0.09, 0.08, 0.09, 0.12, 0.12, 0.11, 0.12, 0.16, 0.17, 0.14, 0.12, 0.12, 0.08, 0.08, 0.10, 0.11, 0.12, 0.12, 0.13, 0.10, 0.06, 0.08, -0.04, -0.24, -0.01, -0.18, -0.03, -0.12, -0.03, -0.06, -0.20, -0.05, 0.00, 0.08, 0.09, 0.08, 0.12, 0.09, 0.08, 0.04, 0.12, 0.09, 0.08, 0.08, 0.12, 0.22, -0.23, 0.03, -0.02, 0.04, -0.01, 0.04, 0.12, 0.11, 0.13, 0.13, 0.13, 0.13, 0.10]}